(1)
The following is a DFT calculation (ωB97M-V with the def2-TZVPD basis set) of a structure of composition C16H27InN2 in a non-equilibrium geometry.

The geometry in ORCA input format:
```
! wB97M-V def2-TZVPD RIJCOSX def2/J DEFGRID3
* xyz 2 1
C 1.616 2.442 -1.050
H 2.485 3.020 -0.576
H 1.938 2.081 -2.045
H 2.131 1.309 2.206
C 0.441 3.431 -1.017
H -0.477 2.895 -1.331
H 0.311 3.801 0.028
C 0.686 4.648 -1.937
H -0.214 5.279 -2.021
H 1.492 5.292 -1.564
H 0.973 4.299 -2.941
C -0.870 -2.132 0.162
C -1.514 -1.259 -0.746
C -0.529 -0.817 -1.669
C 0.717 -1.406 -1.309
C 0.502 -2.229 -0.169
C 1.479 -3.148 0.448
C 1.929 -1.397 -2.152
C -0.779 -0.032 -2.897
C -2.955 -0.915 -0.743
C -1.566 -2.867 1.222
In 1.405 1.117 0.613
H 2.767 -1.885 -1.638
H 1.743 -1.994 -3.063
H 2.215 -0.380 -2.472
H 2.500 -2.818 0.216
H 1.332 -3.172 1.538
H 1.337 -4.169 0.054
H -2.315 -2.242 1.707
H -2.084 -3.762 0.887
H -0.889 -3.182 2.011
H -3.127 -0.035 -1.384
H -3.570 -1.758 -1.110
H -3.265 -0.673 0.290
H -0.045 0.782 -3.032
H -0.724 -0.688 -3.790
H -1.787 0.403 -2.866
N 0.443 -0.539 3.113
C -0.070 -0.335 4.346
C -0.892 0.787 4.248
C -0.847 1.155 2.906
N -0.133 0.262 2.176
H 0.952 -1.366 2.796
H 0.079 -1.034 5.149
H -1.498 1.256 5.010
H -1.320 1.976 2.394
*
```

For the energy relative to the best compared isomer or geometry (same formula, charge and spin), the calculation gives 0.0 kcal per mole. The gap between HOMO and LUMO (alpha / beta) is 6.25 / 6.18 eV. The LUMO energy (alpha / beta) comes out at -0.34707 / -0.34535 Ha. Its HOMO energy (alpha / beta) is -15.69 / -15.58 eV.

These are the Löwdin partial charges, in e, on atoms 1 to 6:
1. C -0.3133
2. H 0.0796
3. H 0.0561
4. H -0.0410
5. C -0.3719
6. H 0.0921


(2)
The following is a DFT calculation (ωB97M-V with the def2-TZVPD basis set) of a structure of composition C2ClI3O in a non-equilibrium geometry.

The geometry in ORCA input format:
```
! wB97M-V def2-TZVPD RIJCOSX def2/J DEFGRID3
* xyz 0 1
C 0.915 -0.059 -0.360
C -0.431 0.170 0.213
O 1.460 0.398 -1.406
Cl 1.819 -1.195 0.710
I -1.535 -1.052 -1.244
I -1.149 -0.485 2.116
I -1.079 2.223 -0.030
*
```

For the energy relative to the best compared isomer or geometry (same formula, charge and spin), the calculation gives 13.2 kcal per mole. The gap between HOMO and LUMO is 8.40 eV. The LUMO energy comes out at -0.04320 Ha. Its HOMO energy is -9.58 eV.

These are the Löwdin partial charges, in e, on atoms 1 to 6:
1. C -1.0543
2. C -1.7549
3. O -0.0517
4. Cl 0.5844
5. I 0.7824
6. I 0.7389


(3)
The following is a DFT calculation (ωB97M-V with the def2-TZVPD basis set) of a cluster of 2 separate species, C5H12O3 in total in a non-equilibrium geometry.

The geometry in ORCA input format:
```
! wB97M-V def2-TZVPD RIJCOSX def2/J DEFGRID3
* xyz 0 1
O 2.033 -0.963 0.264
C 1.694 -0.182 -0.592
C 0.853 -0.458 -1.764
C -0.652 -0.284 -1.324
C -1.046 -0.998 -0.030
C -1.553 -0.137 1.132
O -2.086 1.133 0.825
H 1.988 0.880 -0.454
H 0.988 0.293 -2.534
H 0.846 -1.488 -2.147
H -1.031 0.728 -1.451
H -1.212 -0.785 -2.113
H -0.246 -1.654 0.304
H -1.764 -1.790 -0.246
H -2.303 -0.704 1.696
H -0.768 -0.017 1.891
H -1.585 1.515 0.084
O 2.101 1.973 2.063
H 1.520 1.799 2.807
H 2.223 1.139 1.588
*
```

As for the SMILES: O=CCCCCO.O. For the energy relative to the best compared isomer or geometry (same formula, charge and spin), the calculation gives 45.3 kcal per mole. The gap between HOMO and LUMO is 10.68 eV. The LUMO energy comes out at 0.02047 Ha. Its HOMO energy is -10.12 eV.

These are the Löwdin partial charges, in e, on atoms 1 to 6:
1. O 0.0527
2. C -0.2914
3. C -0.1307
4. C -0.1741
5. C -0.1763
6. C -0.2606